Model a:
Here is a cluster of 2 separate species, C2H4ClNO in total from the Open Molecules 2025 dataset. Energies are from the ωB97M-V functional and the def2-TZVPD basis.

```
! wB97M-V def2-TZVPD RIJCOSX def2/J DEFGRID3
* xyz 0 1
C 0.134 -0.142 0.329
C -1.079 0.289 -0.469
N -2.344 -1.467 -0.119
O -3.393 -1.240 0.313
Cl -2.158 1.569 -0.049
H 0.027 -1.197 0.321
H 1.004 0.266 0.052
H 0.006 0.205 1.412
H -1.080 0.253 -1.588
*
```

Calculated values
E_HOMO (alpha / beta) = -7.9 / -8.2 eV

Model b:
Here is an isolated molecule of C2H4ClNO from the Open Molecules 2025 dataset. Energies are from the ωB97M-V functional and the def2-TZVPD basis.

```
! wB97M-V def2-TZVPD RIJCOSX def2/J DEFGRID3
* xyz 0 1
N -1.331 -0.505 -0.458
C -0.446 0.527 -0.094
O -0.723 1.690 -0.262
C 0.843 0.096 0.569
Cl 2.192 0.337 -0.496
H -1.004 -1.412 -0.145
H -1.422 -0.479 -1.447
H 0.790 -0.918 0.867
H 1.100 0.665 1.464
*
```

Calculated values
E_HOMO = -10.3 eV

Least stable structure: model a

Model a:
Here is a structure of composition C16H28IN6PbSbSe4 from the Open Molecules 2025 dataset. Energies are from the ωB97M-V functional and the def2-TZVPD basis.

```
! wB97M-V def2-TZVPD RIJCOSX def2/J DEFGRID3
* xyz 0 1
Pb -0.290 0.434 -0.892
N 1.436 1.857 0.550
C 1.028 2.375 1.858
C -0.350 3.019 1.749
N -1.346 2.117 1.207
C -2.092 1.285 2.132
C -1.468 -0.092 2.328
N -1.331 -0.792 1.049
H 2.282 1.307 0.601
H 1.609 2.620 -0.099
H 1.735 3.108 2.259
H 1.001 1.535 2.557
H -0.272 3.872 1.068
H -0.639 3.417 2.732
H -1.984 2.588 0.574
H -3.098 1.155 1.722
H -2.205 1.768 3.112
H -2.072 -0.659 3.044
H -0.467 -0.002 2.749
H -2.220 -1.135 0.699
H -0.686 -1.571 1.132
Se -1.300 0.955 -4.630
Sb -0.913 3.279 -4.602
Se -3.465 2.358 -1.537
Se 0.140 3.819 -2.264
Se -2.236 4.120 -2.296
C 1.076 -3.490 1.731
N 1.283 -2.068 1.993
C 1.432 -1.854 3.424
C 2.480 -1.583 1.294
C 2.452 -1.763 -0.209
C 3.424 -2.594 -0.761
C 3.465 -2.850 -2.125
C 2.513 -2.276 -2.947
C 1.542 -1.447 -2.391
C 1.480 -1.153 -1.025
H 1.920 -4.104 2.087
H 0.958 -3.662 0.663
H 0.178 -3.829 2.250
H 2.323 -2.361 3.827
H 0.556 -2.233 3.950
H 1.525 -0.786 3.634
H 3.379 -2.067 1.708
H 2.580 -0.527 1.550
H 4.157 -3.060 -0.110
H 4.230 -3.499 -2.533
H 2.520 -2.466 -4.013
H 0.813 -1.012 -3.073
I -3.748 -4.952 -3.818
C -3.128 -3.157 -3.028
C -3.685 -1.913 -3.235
N -2.955 -1.048 -2.518
N -1.942 -1.644 -1.871
C -2.039 -2.931 -2.174
H -4.516 -1.594 -3.839
H -3.017 -0.029 -2.523
H -1.327 -3.641 -1.785
*
```

Calculated values
E_HOMO = -7.3 eV

Model b:
Here is a structure of composition C16H28IN6PbSbSe4 from the Open Molecules 2025 dataset. Energies are from the ωB97M-V functional and the def2-TZVPD basis.

```
! wB97M-V def2-TZVPD RIJCOSX def2/J DEFGRID3
* xyz 0 1
Pb 0.139 -0.119 -0.139
N 1.556 -0.940 1.837
C 2.076 -2.310 1.664
C 1.040 -3.395 1.965
N -0.243 -3.245 1.293
C -0.697 -4.432 0.580
C -0.006 -4.654 -0.760
N -0.337 -3.617 -1.730
H 2.361 -0.308 1.858
H 1.098 -0.877 2.742
H 2.918 -2.480 2.340
H 2.445 -2.413 0.643
H 0.907 -3.435 3.055
H 1.485 -4.347 1.669
H -0.959 -2.945 1.936
H -1.772 -4.329 0.405
H -0.543 -5.344 1.177
H -0.283 -5.658 -1.106
H 1.076 -4.648 -0.608
H -1.291 -3.716 -2.053
H 0.267 -3.671 -2.540
Se 4.532 0.875 1.372
Sb 4.970 0.091 -0.839
Se 3.222 -2.654 -2.175
Se 2.440 -0.452 -1.934
Se 4.897 -2.584 -0.534
C -2.684 1.326 0.971
N -1.406 1.215 1.667
C -1.583 0.522 2.939
C -0.801 2.535 1.863
C -0.008 3.042 0.675
C 0.008 4.414 0.443
C 0.851 4.965 -0.513
C 1.702 4.132 -1.221
C 1.657 2.758 -1.001
C 0.789 2.162 -0.078
H -3.433 1.847 1.583
H -3.061 0.331 0.729
H -2.546 1.877 0.040
H -2.310 1.031 3.587
H -0.630 0.466 3.463
H -1.944 -0.493 2.754
H -0.097 2.450 2.695
H -1.566 3.267 2.157
H -0.633 5.070 1.024
H 0.852 6.033 -0.687
H 2.398 4.544 -1.943
H 2.336 2.135 -1.577
I -4.486 1.703 -5.093
C -2.858 1.683 -3.815
C -1.924 2.679 -3.643
N -1.062 2.226 -2.719
N -1.368 0.997 -2.285
C -2.465 0.655 -2.944
H -1.835 3.649 -4.100
H -0.256 2.686 -2.310
H -2.940 -0.299 -2.781
*
```

Calculated values
E_HOMO = -6.9 eV

Least stable structure: model b

Model a:
Here is a cluster of 2 separate species, H5NOSi in total from the Open Molecules 2025 dataset. Energies are from the ωB97M-V functional and the def2-TZVPD basis.

```
! wB97M-V def2-TZVPD RIJCOSX def2/J DEFGRID3
* xyz 0 1
N 1.285 0.324 -0.449
Si 0.823 -1.266 -0.514
H 2.267 0.519 -0.463
H -0.580 -1.503 -1.171
H 1.600 -2.429 -0.204
O -1.821 1.523 1.316
H -1.220 1.000 0.846
H -2.354 1.831 0.638
*
```

Calculated values
E_HOMO = -9.9 eV

Model b:
Here is a cluster of 2 separate species, H5NOSi in total from the Open Molecules 2025 dataset. Energies are from the ωB97M-V functional and the def2-TZVPD basis.

```
! wB97M-V def2-TZVPD RIJCOSX def2/J DEFGRID3
* xyz 0 1
N -1.811 0.390 -0.008
O -1.071 -0.773 -0.057
Si 1.620 -0.157 -0.027
H -2.582 0.344 -0.796
H -1.989 0.615 0.996
H 2.309 -1.456 0.419
H 2.198 -0.097 -1.291
H 1.325 1.136 0.764
*
```

Calculated values
E_HOMO (alpha / beta) = -9.0 / -7.0 eV

Least stable structure: model b

Model a:
Here is the ion C7H12NO with charge -1 from the Open Molecules 2025 dataset. Energies are from the ωB97M-V functional and the def2-TZVPD basis.

```
! wB97M-V def2-TZVPD RIJCOSX def2/J DEFGRID3
* xyz -1 1
C 2.185 -1.133 1.847
C 1.991 -0.328 0.559
C 0.874 0.011 0.027
C 0.593 0.760 -1.263
C -0.754 0.229 -1.801
C -1.510 -0.153 -0.571
C -2.146 0.990 0.158
N -0.561 -0.860 0.317
O -1.029 -0.956 1.576
H 2.325 -2.261 1.745
H 1.294 -0.974 2.508
H 2.997 -0.589 2.479
H 2.867 -0.332 -0.160
H 0.535 1.809 -1.059
H 1.369 0.300 -1.892
H -1.312 1.157 -2.079
H -0.678 -0.492 -2.687
H -2.208 -0.977 -0.879
H -1.599 1.954 0.149
H -2.094 0.573 1.113
H -3.138 1.271 -0.088
*
```

Calculated values
E_HOMO = -1.6 eV

Model b:
Here is the ion C7H12NO with charge -1 from the Open Molecules 2025 dataset. Energies are from the ωB97M-V functional and the def2-TZVPD basis.

```
! wB97M-V def2-TZVPD RIJCOSX def2/J DEFGRID3
* xyz -1 1
C 2.868 -0.151 0.019
C 1.421 0.218 -0.088
C 0.882 1.476 -0.064
C -0.615 1.398 -0.234
C -0.926 -0.089 -0.048
C -1.845 -0.724 -1.077
C -1.371 -0.430 1.365
N 0.519 -0.759 -0.241
O 0.655 -2.057 -0.001
H 3.051 -0.623 0.986
H 3.508 0.726 -0.079
H 3.118 -0.881 -0.749
H 1.420 2.399 -0.202
H -1.158 2.015 0.497
H -0.938 1.735 -1.234
H -1.631 -1.794 -1.096
H -1.661 -0.317 -2.070
H -2.895 -0.575 -0.814
H -2.411 -0.141 1.540
H -0.731 0.077 2.084
H -1.262 -1.505 1.505
*
```

Calculated values
E_HOMO = -1.1 eV

Least stable structure: model a